Record 1
C45H41AsBrN9O2STl | ωB97M-V/def2-TZVPD

Results
Net charge   -1
E_HOMO   -4.129 eV
Frontier orbital gap   5.9 eV
M   1131.2 g mol⁻¹
Relative energy (zero: lowest compared OMol25 entry of this formula, charge and spin)   0.0 kJ/mol

```
101
Properties=species:S:1:pos:R:3:forces:R:3:lowdin_charge:R:1
Tl 0.03042 -0.30827 0.07013 0.096 0.082 -0.027 0.691
S 0.93896 0.82216 2.84626 0.131 -0.131 0.102 0.360
C 2.50395 0.15998 3.29328 0.072 0.005 0.023 -0.757
C 2.77151 -0.13120 4.65306 0.131 -0.032 -0.162 -0.149
C 3.97812 -0.67257 5.06437 -0.153 0.070 -0.075 -0.116
C 4.98878 -0.93807 4.14062 -0.058 0.018 0.071 -0.121
C 4.76153 -0.64519 2.80819 -0.066 0.059 -0.028 -0.136
C 3.54668 -0.10816 2.37510 -0.154 -0.040 0.216 -0.439
As 3.22877 0.18382 0.47815 0.176 0.037 0.014 1.256
C 3.15675 -1.69839 -0.08884 0.091 -0.089 -0.111 -0.440
C 3.02879 -2.76259 0.79991 0.027 -0.093 -0.081 -0.094
C 2.94600 -4.07230 0.32866 0.018 0.094 -0.077 -0.092
C 2.99382 -4.33423 -1.03603 -0.005 0.044 0.068 -0.103
C 3.09818 -3.27442 -1.93254 0.008 0.027 0.076 -0.087
C 3.16670 -1.96910 -1.46035 -0.053 -0.075 0.047 -0.139
C 5.08330 0.59096 -0.04653 0.070 -0.010 -0.159 -0.392
C 5.96355 -0.29387 -0.66634 0.058 0.120 0.032 -0.111
C 7.23838 0.12186 -1.04533 -0.051 0.034 0.038 -0.096
C 7.64991 1.42531 -0.80120 -0.049 0.001 0.043 -0.103
C 6.77860 2.31786 -0.18219 0.030 -0.088 0.005 -0.107
C 5.50245 1.90409 0.17922 0.072 -0.070 -0.054 -0.125
H 1.99166 0.08307 5.37346 0.014 -0.026 -0.002 0.081
H 4.13620 -0.89066 6.11623 -0.020 0.024 -0.039 0.091
H 5.93224 -1.36620 4.45724 -0.007 0.024 -0.008 0.087
H 5.54291 -0.84315 2.08228 -0.015 -0.002 -0.004 0.094
H 3.00136 -2.57145 1.86632 0.006 0.005 -0.004 0.102
H 2.85243 -4.89211 1.03380 0.008 0.049 -0.033 0.100
H 2.93936 -5.35666 -1.39935 -0.014 0.096 0.038 0.101
H 3.12426 -3.46641 -3.00014 -0.015 0.026 0.059 0.101
H 3.22652 -1.14668 -2.16640 -0.002 -0.017 -0.010 0.108
H 5.65934 -1.31490 -0.85660 -0.001 -0.028 0.004 0.090
H 7.91133 -0.57860 -1.53007 -0.051 0.038 0.038 0.096
H 8.64552 1.74774 -1.08994 -0.087 -0.023 0.017 0.095
H 7.09392 3.33648 0.01409 -0.056 -0.070 -0.031 0.053
H 4.81887 2.60767 0.64352 0.028 0.040 0.016 0.100
Br 6.04297 6.12902 -0.26777 -0.037 0.016 -0.027 0.724
C 4.51985 6.13074 -1.40661 0.022 -0.027 -0.012 -0.689
C 3.71899 7.25618 -1.45489 -0.134 0.104 -0.046 -0.137
C 2.61771 7.26777 -2.29857 -0.091 0.043 0.074 -0.047
C 2.28691 6.15927 -3.07552 -0.094 -0.085 0.105 -0.302
C 3.11244 5.03296 -3.00437 0.001 -0.017 -0.062 -0.017
C 4.23342 5.02034 -2.18333 -0.126 -0.075 -0.077 -0.111
N 1.26974 6.34066 -4.06316 -0.099 -0.687 -0.290 0.034
N 0.49246 5.42819 -4.47142 0.012 0.367 0.656 0.043
C 0.19446 4.22798 -3.80631 0.287 0.038 -0.022 -0.265
C -0.12995 3.17707 -4.66694 0.186 0.102 0.006 -0.048
C -0.28317 1.87304 -4.24401 -0.009 0.025 -0.028 -0.032
C -0.16849 1.50871 -2.87784 0.041 0.024 -0.077 -0.410
O -0.27081 0.31902 -2.48411 -0.091 0.054 0.152 -0.187
C 0.03166 2.62944 -1.93025 -0.070 -0.071 0.083 -0.146
N 0.01873 2.31945 -0.60854 0.002 0.100 -0.255 0.047
C 0.09686 3.27844 0.28796 -0.032 -0.123 0.019 -0.152
C 0.11058 4.63341 -0.07310 0.016 0.022 0.004 -0.039
C 0.13313 4.96752 -1.39906 0.046 -0.056 -0.020 -0.015
C 0.16594 3.95966 -2.38871 0.022 0.173 -0.145 -0.105
H 3.96344 8.12504 -0.85696 -0.036 -0.044 -0.003 0.095
H 1.98644 8.14666 -2.36557 0.074 0.010 -0.022 0.109
H 2.88690 4.16635 -3.61225 0.001 -0.023 0.017 0.119
H 4.87442 4.14719 -2.14920 -0.050 0.029 0.022 0.098
H -0.17460 3.42004 -5.72554 -0.050 -0.031 0.081 0.106
H -0.47243 1.07553 -4.95433 -0.016 0.062 0.052 0.101
H 0.13499 2.96799 1.33125 0.035 0.020 -0.125 0.049
H 0.09772 5.39602 0.69478 -0.004 -0.008 -0.006 0.103
H 0.09442 6.00529 -1.69342 0.093 0.075 -0.054 0.107
N -0.05937 -8.18644 1.05324 0.043 0.101 -0.042 0.167
C 0.21183 -7.42981 -0.04781 0.016 0.069 0.049 -0.493
O 0.68813 -7.91085 -1.05679 -0.001 0.044 0.012 0.057
C -0.11434 -5.96100 0.05902 0.008 -0.254 0.056 -0.153
C -0.25039 -5.29184 1.26536 -0.007 0.030 0.220 -0.026
C -0.59200 -3.94632 1.24659 -0.026 -0.009 0.022 -0.131
N -0.81924 -3.27235 0.12338 -0.060 -0.260 -0.068 0.016
C -0.64578 -3.91086 -1.03387 -0.011 0.095 0.058 -0.117
C -0.28355 -5.24722 -1.11222 -0.058 0.040 -0.286 -0.006
H 0.08757 -9.17691 0.97756 0.006 -0.037 -0.011 0.108
H -0.60464 -7.83503 1.81727 -0.026 0.026 -0.002 0.089
H -0.06803 -5.78404 2.21532 -0.018 0.067 -0.065 0.109
H -0.68968 -3.38086 2.17145 0.025 -0.074 -0.082 0.118
H -0.80513 -3.31448 -1.93116 0.041 -0.101 0.091 0.120
H -0.13786 -5.74496 -2.06395 -0.038 0.075 0.061 0.123
C -3.29835 -0.85305 -0.84220 -0.114 0.219 0.000 -0.187
N -2.74815 0.21696 0.00683 -0.162 0.096 -0.012 -0.161
C -3.17209 1.51199 -0.55412 -0.147 -0.151 0.075 -0.164
N -4.63914 1.62368 -0.60933 0.006 -0.092 0.055 -0.084
C -5.15130 0.52152 -1.43596 0.194 -0.042 0.238 -0.173
N -4.76719 -0.79737 -0.90694 0.004 0.066 0.043 -0.086
C -5.28639 -0.90832 0.46386 0.209 0.219 -0.094 -0.179
N -4.78257 0.15783 1.34296 0.003 0.022 -0.065 -0.088
C -3.31316 0.08056 1.35707 -0.156 0.025 -0.213 -0.175
C -5.16295 1.45272 0.75340 0.197 -0.212 -0.148 -0.175
H -2.99056 -1.81496 -0.43496 0.036 -0.073 0.033 0.103
H -2.88389 -0.74226 -1.84730 0.016 -0.002 0.032 0.125
H -2.76246 1.60972 -1.56064 0.015 -0.009 0.004 0.124
H -2.77361 2.31591 0.06635 0.010 0.000 0.004 0.123
H -4.75652 0.62553 -2.44770 0.014 -0.002 -0.007 0.126
H -6.24013 0.58399 -1.47122 -0.046 -0.002 -0.004 0.118
H -4.98904 -1.87420 0.87628 0.005 -0.016 0.006 0.122
H -6.37589 -0.85608 0.43492 -0.046 0.006 -0.001 0.118
H -3.00871 -0.88395 1.77028 0.010 0.009 0.005 0.124
H -2.91642 0.87488 1.99147 0.021 0.002 0.012 0.131
H -4.77546 2.25403 1.38426 0.010 0.013 0.013 0.123
H -6.25152 1.51983 0.72402 -0.047 0.000 0.003 0.118
```
Forces are in eV/Å.

---

Record 2
C45H41LaN8O | ωB97M-V/def2-TZVPD

Results
E_HOMO   -4.513 eV
Frontier orbital gap   3.7 eV
M   848.8 g mol⁻¹
Relative energy (zero: lowest compared OMol25 entry of this formula, charge and spin)   108.9 kJ/mol

```
96
Properties=species:S:1:pos:R:3:forces:R:3:lowdin_charge:R:1
La -2.18367 0.12295 -0.24602 0.209 -0.778 0.175 1.886
C -2.47616 -2.94894 0.52084 0.296 0.693 0.265 -0.270
C -3.48228 -2.42229 1.37914 0.218 0.377 -0.011 -0.259
C -4.37863 -1.67486 0.60125 0.013 -0.039 -0.728 -0.331
C -3.93903 -1.72184 -0.76697 -0.204 -1.526 0.030 -0.441
C -2.75938 -2.56347 -0.79269 -0.960 0.664 -0.636 -0.354
C -2.06620 -3.08770 -2.02158 0.028 0.108 0.221 -0.049
C -4.84870 -1.45903 -1.94705 0.349 0.040 0.153 -0.057
C -5.72360 -1.13202 1.01003 0.337 -0.094 -0.077 -0.058
C -3.58399 -2.67542 2.85085 0.096 0.130 -0.135 -0.040
C -1.31507 -3.81376 0.91179 -0.076 0.063 -0.025 -0.040
H -2.12505 -4.17730 -2.04274 -0.025 -0.084 -0.036 0.086
H -1.00642 -2.82227 -2.03149 -0.023 -0.014 -0.134 0.060
H -2.52626 -2.70354 -2.93080 0.121 0.043 0.017 0.076
H -5.48567 -2.33148 -2.12267 -0.053 0.054 -0.053 0.089
H -4.28232 -1.26260 -2.85872 -0.053 0.038 0.016 0.070
H -5.50448 -0.60657 -1.76389 -0.056 0.058 -0.072 0.069
H -5.90914 -1.30090 2.06920 -0.054 0.085 0.085 0.064
H -6.51459 -1.64441 0.45660 -0.041 0.098 0.010 0.087
H -5.81420 -0.06132 0.80018 -0.179 0.013 0.060 0.073
H -4.62031 -2.80820 3.15450 -0.077 -0.032 0.090 0.077
H -3.16779 -1.85514 3.43799 0.026 -0.002 0.177 0.058
H -3.03869 -3.57650 3.11307 0.013 -0.126 0.128 0.071
H -1.11673 -3.76574 1.98059 0.047 -0.021 0.058 0.067
H -0.41088 -3.50170 0.38507 0.041 -0.115 0.014 0.076
H -1.50210 -4.85809 0.65203 0.053 -0.050 -0.002 0.087
C 3.50737 2.22190 -0.86390 0.643 0.007 -0.258 -0.061
N 2.14761 2.26722 -0.40260 -0.744 -0.657 0.097 -0.130
C 1.31998 1.24129 -0.17932 0.008 0.137 -0.072 -0.144
N 0.18945 1.68389 0.34391 -0.245 -0.503 0.161 -0.020
C 0.38647 3.02147 0.41763 0.231 -0.114 -0.078 -0.218
N 1.56070 3.39977 -0.02050 0.027 0.999 0.164 0.125
C 4.38197 1.42637 0.08089 0.110 -0.027 -0.068 -0.187
C 5.55821 0.84472 -0.37847 -0.071 0.025 0.128 -0.021
C 6.36042 0.10582 0.47985 0.016 0.097 -0.122 -0.053
C 5.98877 -0.09388 1.79455 -0.278 0.045 0.236 -0.007
C 4.80049 0.47062 2.26059 0.090 0.328 -0.868 -0.134
C 4.02457 1.25536 1.40518 0.160 -0.188 0.260 0.029
C 4.32353 0.22218 3.59469 0.130 -0.431 1.119 -0.269
N 4.90404 -0.43164 4.56260 0.767 0.342 -1.732 0.109
N 4.05950 -0.46065 5.59422 -1.625 0.311 1.082 0.109
C 2.97917 0.17728 5.23633 1.243 -0.438 -0.179 -0.275
O 3.08408 0.64841 3.96428 0.189 -0.206 0.195 0.128
C 1.76718 0.37417 5.98301 -0.867 0.257 0.210 -0.132
C 1.58376 -0.23500 7.22651 0.122 0.128 -0.276 -0.003
C 0.38895 -0.06719 7.89552 -0.131 0.034 0.023 -0.051
C -0.63531 0.68914 7.33806 0.109 0.068 -0.128 -0.020
C -0.45559 1.31348 6.10890 -0.142 0.006 0.162 -0.194
C -1.54192 2.16748 5.49580 0.354 0.192 0.569 -0.066
N -2.10676 1.58078 4.30290 0.154 -0.188 -0.862 -0.104
C -1.55528 1.36045 3.10528 -0.071 0.103 0.185 -0.131
N -2.44635 0.80571 2.29853 0.261 0.426 0.179 -0.060
C -3.55510 0.71154 3.07252 0.151 0.072 0.221 -0.206
N -3.37503 1.16767 4.28346 -0.844 -0.067 0.485 0.132
C 0.74840 1.16105 5.44505 0.312 -0.202 0.156 0.023
H 3.85379 3.25781 -0.93234 -0.149 -0.157 -0.042 0.143
H 3.53685 1.77629 -1.86401 -0.037 0.128 0.117 0.144
H 1.56061 0.21753 -0.38932 0.072 -0.150 -0.187 0.146
H -0.34285 3.70843 0.79873 -0.104 0.209 0.027 0.108
H 5.84677 0.96607 -1.41080 0.035 -0.004 -0.169 0.119
H 7.27546 -0.32855 0.10658 0.058 -0.056 -0.009 0.111
H 6.58679 -0.68998 2.46405 0.080 -0.095 0.067 0.117
H 3.13473 1.71488 1.80638 -0.149 0.042 -0.063 0.119
H 2.38564 -0.82408 7.63976 0.078 -0.108 0.074 0.118
H 0.24204 -0.53127 8.85932 0.004 -0.048 0.053 0.111
H -1.56800 0.80369 7.86930 -0.122 0.011 0.044 0.115
H -1.13677 3.15402 5.24379 -0.156 -0.117 0.036 0.140
H -2.37509 2.28541 6.19072 0.119 0.072 -0.143 0.130
H -0.54715 1.61095 2.83955 0.151 0.026 -0.046 0.106
H -4.48548 0.30283 2.73399 -0.162 -0.097 -0.028 0.096
H 0.92408 1.65956 4.50499 0.023 0.077 -0.132 0.111
C -1.22792 0.37854 -2.35589 -1.140 -0.001 1.854 -0.343
C -0.60405 0.40905 -3.41080 1.432 0.058 -2.566 -0.233
C 0.08018 0.45406 -4.61835 -0.495 -0.112 1.069 -0.230
C 0.94307 -0.63910 -4.98498 -0.096 -0.181 -0.081 -0.208
C 0.68485 -1.94349 -4.54285 0.055 0.108 -0.042 -0.042
C 1.50130 -2.98772 -4.91633 0.150 -0.086 -0.006 -0.109
C 2.60213 -2.76152 -5.72935 0.173 -0.253 -0.013 -0.130
C 2.88984 -1.47139 -6.15131 0.028 -0.104 0.001 -0.108
C 2.07473 -0.42244 -5.78558 0.081 -0.111 0.107 -0.063
C -0.08534 1.59822 -5.47540 0.107 0.321 0.033 -0.208
C 0.04146 1.48637 -6.86873 -0.121 0.101 0.050 -0.058
C -0.09330 2.59391 -7.67688 -0.009 0.149 -0.010 -0.105
C -0.35741 3.83817 -7.12237 -0.066 0.254 -0.135 -0.129
C -0.51531 3.95891 -5.74945 -0.043 0.091 -0.106 -0.114
C -0.38950 2.85566 -4.93510 0.055 -0.101 -0.086 -0.050
H -0.18769 -2.11154 -3.93064 -0.085 -0.036 0.046 0.076
H 1.27640 -3.99036 -4.58290 -0.024 -0.143 0.036 0.093
H 3.23562 -3.58506 -6.02075 0.087 -0.099 -0.061 0.085
H 3.76027 -1.28866 -6.76543 0.091 0.024 -0.071 0.094
H 2.31254 0.58505 -6.09513 0.018 0.024 -0.064 0.108
H 0.22435 0.51672 -7.30890 0.030 -0.027 -0.012 0.111
H 0.00247 2.49374 -8.74888 0.009 -0.019 -0.104 0.095
H -0.45051 4.70799 -7.75434 -0.014 0.101 -0.098 0.085
H -0.72755 4.92431 -5.31267 -0.032 0.132 0.023 0.091
H -0.49392 2.93972 -3.86166 -0.036 0.037 0.059 0.094
```
Forces are in eV/Å.

---

Question: Look up the relative energy (zero: lowest compared OMol25 entry of this formula, charge and spin) of the first one.
Answer: 0.0 kJ/mol

---

Question: relative energy (zero: lowest compared OMol25 entry of this formula, charge and spin) of number 1 (C45H41AsBrN9O2STl)?
Answer: 0.0 kJ/mol